{"formula": "C47H52N3O12", "method": "the ωB97M-V functional and the def2-TZVPD basis", "elements": ["C", "C", "N", "C", "C", "N", "C", "C", "H", "H", "H", "H", "H", "H", "H", "H", "H", "H", "H", "N", "C", "C", "C", "C", "C", "H", "H", "H", "H", "H", "C", "C", "C", "C", "C", "C", "O", "O", "H", "H", "H", "H", "H", "H", "C", "C", "C", "C", "C", "C", "O", "O", "H", "H", "H", "H", "H", "H", "C", "C", "C", "C", "C", "C", "O", "O", "H", "H", "H", "H", "H", "H", "C", "C", "C", "C", "C", "C", "O", "O", "H", "H", "H", "H", "H", "H", "C", "C", "C", "C", "C", "C", "O", "O", "H", "H", "H", "H", "H", "H", "C", "C", "C", "C", "C", "C", "O", "O", "H", "H", "H", "H", "H", "H"], "positions_angstrom": [[-1.614, -4.293, 3.131], [-1.917, -4.563, 1.689], [-1.460, -3.337, 0.873], [-2.505, -2.675, 0.091], [-1.770, -1.826, -0.652], [-0.435, -1.835, -0.237], [-0.290, -2.836, 0.583], [0.662, -1.079, -0.805], [-2.326, -3.609, 3.265], [-0.674, -4.116, 3.509], [-1.804, -5.197, 3.791], [-3.006, -4.597, 1.649], [-1.652, -5.605, 1.149], [-3.426, -2.659, 0.265], [-2.183, -1.149, -1.278], [0.505, -3.276, 1.034], [0.933, -0.219, -0.120], [0.492, -0.756, -1.933], [1.772, -1.513, -0.788], [-2.011, 2.154, 0.664], [-2.381, 3.080, -0.263], [-3.407, 2.750, -1.215], [-4.125, 1.493, -0.996], [-3.708, 0.697, 0.041], [-2.580, 1.044, 0.745], [-1.965, 4.085, -0.236], [-3.763, 3.370, -1.998], [-4.944, 1.319, -1.675], [-4.151, -0.187, 0.253], [-2.093, 0.382, 1.521], [-7.849, -1.700, 2.798], [-8.365, -1.082, 4.046], [-7.613, -0.160, 4.692], [-6.334, 0.125, 4.167], [-5.958, -0.439, 2.985], [-6.621, -1.439, 2.211], [-6.121, -1.923, 1.062], [-8.097, 0.302, 5.882], [-8.502, -2.326, 2.325], [-9.428, -1.305, 4.366], [-5.871, 1.206, 4.390], [-4.994, -0.122, 2.628], [-6.628, -1.947, 0.403], [-7.720, 1.184, 6.157], [7.096, -1.713, 0.629], [5.960, -2.667, 0.512], [4.602, -2.065, 0.430], [4.499, -0.635, 0.259], [5.635, 0.208, 0.280], [6.976, -0.290, 0.436], [7.914, 0.553, 0.364], [3.535, -2.866, 0.483], [7.958, -2.184, 0.765], [5.963, -3.766, 0.532], [3.565, -0.118, 0.183], [5.628, 1.320, 0.206], [8.637, 0.581, 1.074], [3.740, -3.776, 0.578], [1.363, 0.178, 3.390], [0.987, 1.651, 3.701], [-0.324, 1.829, 4.181], [-1.160, 0.806, 4.351], [-0.805, -0.446, 4.155], [0.511, -0.841, 3.723], [0.993, -2.119, 3.564], [-0.671, 3.171, 4.458], [2.338, 0.204, 3.091], [1.650, 2.548, 3.693], [-2.196, 0.899, 4.575], [-1.323, -1.379, 4.461], [1.944, -2.077, 4.040], [-1.535, 3.303, 4.305], [-0.465, 2.417, -4.180], [0.584, 3.000, -5.204], [0.790, 2.304, -6.356], [-0.014, 1.281, -6.681], [-0.966, 0.711, -5.837], [-1.203, 1.264, -4.479], [-1.952, 0.720, -3.735], [1.788, 2.952, -7.089], [-0.740, 3.061, -3.218], [1.152, 3.972, -4.986], [0.301, 0.655, -7.573], [-1.580, -0.143, -6.140], [-2.501, 1.095, -2.861], [2.162, 2.271, -7.510], [2.986, 3.987, -0.996], [2.789, 5.170, -0.041], [1.749, 5.231, 0.963], [1.094, 3.995, 1.367], [1.354, 2.842, 0.521], [2.247, 2.858, -0.502], [2.442, 1.768, -1.203], [1.717, 6.188, 1.891], [3.662, 4.395, -1.674], [3.507, 6.077, -0.324], [0.288, 3.757, 2.123], [0.753, 1.969, 0.756], [3.198, 1.641, -1.742], [1.270, 6.018, 2.686], [2.721, -0.545, -3.775], [1.898, -1.689, -4.285], [2.398, -2.997, -4.084], [3.598, -3.166, -3.469], [4.298, -2.033, -2.873], [3.945, -0.676, -3.196], [4.706, 0.433, -2.841], [1.739, -4.188, -4.449], [2.480, 0.468, -4.143], [0.914, -1.440, -4.875], [3.919, -4.130, -3.256], [5.487, -2.362, -2.462], [5.542, 0.178, -2.516], [2.360, -4.989, -4.392]], "lowdin_charge": [-0.0718, -0.1331, 0.0106, 0.0771, 0.0043, -0.0386, -0.0414, 0.0062, 0.0339, 0.0390, 0.1235, 0.1108, 0.1723, 0.0429, 0.0898, 0.1417, 0.0843, 0.1342, 0.1213, 0.0708, -0.0708, -0.0329, -0.0499, -0.0933, -0.2128, 0.1108, 0.0908, 0.1100, 0.0476, 0.1266, 0.0193, 0.0140, -0.3709, -0.0381, -0.0517, -0.3026, 0.1236, 0.0342, 0.0747, 0.1426, 0.1622, 0.0854, -0.0069, 0.1373, 0.0283, 0.0237, -0.3318, -0.0266, -0.0056, -0.4105, 0.0709, 0.0295, 0.0465, 0.1017, 0.0778, 0.1330, 0.1839, 0.0874, 0.0291, 0.0598, -0.3059, -0.0819, -0.0363, -0.3448, -0.0306, 0.0593, 0.0685, 0.1266, 0.1245, 0.1286, 0.1941, 0.0299, 0.0316, 0.0230, -0.3896, -0.0645, 0.0063, -0.5247, 0.0670, 0.0662, 0.1259, 0.1359, 0.1422, 0.1106, 0.2036, 0.0231, 0.0523, 0.0176, -0.3232, 0.0023, -0.0473, -0.3877, 0.0298, 0.0466, 0.0743, 0.1404, 0.1029, 0.0802, 0.0606, 0.0802, -0.0265, 0.0243, -0.3377, -0.0487, 0.0078, -0.3333, 0.0417, -0.0084, 0.1200, 0.1370, 0.0840, 0.1896, 0.0723, 0.1363], "mol_weight_da": 850.9, "orbital_gap_ev": 7.3, "energy_ev": -78601.05314, "largest_force_ev_per_a": 14.6, "relative_energy_kj_mol": 100.9, "charge": 1}

=====

{"formula": "C24H22N2S4Sr", "method": "the ωB97M-V functional and the def2-TZVPD basis", "elements": ["Sr", "S", "C", "N", "C", "C", "N", "C", "C", "C", "C", "C", "C", "C", "C", "S", "C", "C", "C", "C", "C", "C", "C", "H", "H", "H", "H", "H", "H", "H", "H", "H", "H", "H", "H", "H", "H", "H", "H", "H", "H", "S", "C", "C", "C", "C", "C", "C", "S", "H", "H", "H", "H"], "positions_angstrom": [[-1.521, 2.407, 2.040], [-1.763, -0.376, 0.993], [-0.585, -0.607, -0.157], [-0.697, -1.421, -1.196], [0.489, -1.801, -1.966], [1.636, -1.943, -0.999], [1.822, -0.650, -0.337], [3.211, -0.184, -0.202], [3.833, 0.098, -1.545], [4.862, -0.704, -2.021], [5.426, -0.464, -3.268], [4.955, 0.580, -4.049], [3.928, 1.387, -3.577], [3.370, 1.152, -2.331], [0.774, 0.103, -0.038], [0.860, 1.708, 0.390], [-1.944, -2.125, -1.534], [-1.858, -3.591, -1.194], [-1.783, -4.003, 0.135], [-1.675, -5.350, 0.440], [-1.646, -6.298, -0.576], [-1.729, -5.894, -1.899], [-1.833, -4.544, -2.205], [0.710, -1.045, -2.725], [0.271, -2.747, -2.455], [2.561, -2.177, -1.522], [1.432, -2.725, -0.262], [3.760, -0.976, 0.312], [3.197, 0.699, 0.433], [5.236, -1.517, -1.409], [6.232, -1.090, -3.626], [5.390, 0.769, -5.021], [3.567, 2.212, -4.179], [2.579, 1.792, -1.961], [-2.100, -1.992, -2.607], [-2.751, -1.630, -1.000], [-1.819, -3.267, 0.929], [-1.623, -5.662, 1.474], [-1.563, -7.349, -0.333], [-1.718, -6.629, -2.693], [-1.905, -4.230, -3.241], [-1.742, 3.129, 4.654], [-2.651, 4.670, 4.552], [-2.812, 5.346, 5.764], [-3.475, 6.556, 5.860], [-3.999, 7.133, 4.712], [-3.849, 6.481, 3.502], [-3.191, 5.253, 3.386], [-3.127, 4.586, 1.727], [-2.394, 4.889, 6.653], [-3.577, 7.039, 6.823], [-4.520, 8.082, 4.752], [-4.254, 6.920, 2.599]], "lowdin_charge": [0.7251, 0.6771, -0.7047, -0.0914, -0.0827, -0.0829, -0.0920, -0.1083, -0.2223, -0.0517, -0.0749, -0.0796, -0.0682, -0.0336, -0.7028, 0.6760, -0.1079, -0.2222, -0.0341, -0.0681, -0.0796, -0.0749, -0.0515, 0.1464, 0.1292, 0.1293, 0.1464, 0.1349, 0.0913, 0.1139, 0.1061, 0.1057, 0.1084, 0.0886, 0.1351, 0.0928, 0.0869, 0.1083, 0.1057, 0.1061, 0.1139, 0.2991, -0.7243, -0.1707, -0.1212, -0.1211, -0.1716, -0.7270, 0.3009, 0.0808, 0.0903, 0.0904, 0.0804], "mol_weight_da": 554.3, "orbital_gap_ev": 4.1, "energy_ev": -72403.85103, "largest_force_ev_per_a": 0.5, "relative_energy_kj_mol": 48.9}

=====

{"formula": "C30H37AsF3IN3O9P2RuS2", "method": "the ωB97M-V functional and the def2-TZVPD basis", "elements": ["Ru", "C", "P", "C", "N", "C", "C", "C", "C", "C", "C", "N", "C", "P", "C", "C", "C", "C", "C", "C", "C", "C", "C", "H", "H", "H", "H", "H", "H", "H", "H", "H", "H", "H", "H", "H", "H", "H", "H", "H", "H", "H", "H", "H", "H", "H", "H", "H", "H", "H", "H", "O", "As", "O", "O", "C", "C", "C", "C", "C", "C", "S", "O", "O", "O", "H", "H", "H", "H", "H", "F", "C", "F", "F", "S", "O", "O", "O", "I", "C", "C", "C", "C", "N", "C", "H", "H", "H", "H"], "positions_angstrom": [[-0.376, 0.247, -0.240], [-0.804, 1.306, 2.910], [-0.273, -0.153, 1.972], [1.467, -0.353, 2.525], [1.747, -0.500, 3.796], [3.035, -0.769, 4.116], [3.395, -0.952, 5.474], [4.678, -1.282, 5.790], [5.658, -1.444, 4.776], [5.342, -1.262, 3.463], [4.018, -0.909, 3.107], [3.718, -0.655, 1.810], [2.474, -0.348, 1.537], [1.998, 0.279, -0.113], [3.012, -0.777, -1.198], [2.814, 1.961, -0.111], [2.618, 2.604, -1.477], [2.100, 2.805, 0.949], [4.313, 1.902, 0.186], [-1.200, -1.600, 2.716], [-0.693, -2.027, 4.098], [-2.672, -1.194, 2.888], [-1.061, -2.790, 1.765], [-0.550, 1.164, 3.961], [-1.879, 1.448, 2.807], [-0.286, 2.190, 2.538], [2.628, -0.833, 6.227], [4.959, -1.430, 6.824], [6.668, -1.710, 5.057], [6.075, -1.368, 2.674], [3.974, -0.959, -0.721], [3.168, -0.303, -2.166], [2.505, -1.729, -1.351], [1.561, 2.716, -1.716], [3.122, 2.039, -2.258], [3.064, 3.602, -1.465], [1.029, 2.882, 0.739], [2.509, 3.817, 0.935], [2.243, 2.408, 1.957], [4.853, 1.324, -0.567], [4.536, 1.480, 1.162], [4.707, 2.921, 0.160], [-0.679, -1.206, 4.814], [0.301, -2.467, 4.064], [-1.384, -2.787, 4.473], [-2.793, -0.539, 3.752], [-3.257, -2.096, 3.079], [-3.097, -0.699, 2.020], [-0.030, -3.154, 1.734], [-1.369, -2.551, 0.750], [-1.689, -3.606, 2.126], [-2.580, 3.328, -3.183], [-2.021, 1.939, -2.308], [-3.377, 2.109, -1.242], [-0.653, 2.147, -1.384], [-2.548, 0.305, -3.250], [-3.780, 0.578, -3.830], [-4.505, -0.386, -4.520], [-4.000, -1.661, -4.648], [-2.774, -1.968, -4.081], [-2.039, -1.009, -3.384], [-0.580, -1.765, -2.700], [0.698, -0.947, -3.364], [-0.380, -3.058, -3.233], [-0.534, -1.660, -1.254], [-1.989, 3.576, -3.909], [-4.203, 1.569, -3.733], [-5.463, -0.124, -4.947], [-4.547, -2.429, -5.178], [-2.384, -2.970, -4.175], [1.020, 0.945, -6.821], [0.927, 0.157, -5.772], [-0.157, -0.584, -5.853], [2.005, -0.585, -5.648], [0.799, 1.369, -4.326], [1.955, 2.171, -4.331], [-0.512, 1.932, -4.429], [0.694, 0.423, -2.929], [-5.759, -2.525, -0.627], [-4.625, -0.843, -0.157], [-5.202, 0.273, 0.536], [-4.460, 1.374, 0.736], [-3.137, 1.481, 0.070], [-2.485, 0.225, -0.164], [-3.293, -0.844, -0.397], [-6.207, 0.197, 0.930], [-4.830, 2.226, 1.290], [-2.456, 2.138, 0.615], [-2.813, -1.747, -0.748]], "lowdin_charge": [0.8032, -0.1975, 0.9251, -0.3807, 0.1476, -0.1926, -0.0030, -0.0532, -0.0530, -0.0044, -0.1950, 0.1455, -0.3921, 0.9468, -0.2114, -0.6853, -0.1060, -0.0884, -0.0756, -0.6654, -0.0948, -0.0796, -0.0822, 0.0605, 0.0411, 0.0364, 0.1195, 0.1125, 0.1124, 0.1191, 0.0473, 0.0437, 0.0477, 0.0462, 0.0644, 0.1042, 0.0584, 0.0982, 0.0810, 0.0848, 0.0665, 0.0946, 0.0776, 0.0717, 0.0953, 0.0874, 0.1004, 0.0385, 0.0898, 0.0363, 0.0974, -0.1663, 1.0497, -0.2154, -0.4844, -0.2112, -0.0599, -0.0112, -0.0269, -0.0423, -0.2536, 0.7291, -0.2395, -0.1807, -0.3830, 0.0630, 0.1138, 0.1271, 0.1260, 0.1203, 0.1991, -0.6682, 0.1872, 0.1971, 0.8036, -0.1722, -0.2821, -0.3043, 0.8576, -0.7539, -0.1479, -0.0337, -0.4195, -0.1491, -0.3103, 0.1015, 0.1120, 0.1142, 0.0727], "mol_weight_da": 1069.6, "orbital_gap_ev": [6.0, 6.0], "energy_ev": -174520.01786, "largest_force_ev_per_a": 2.2, "relative_energy_kj_mol": 66.6, "charge": 1}